[1]
DFT (the ωB97M-V functional and the def2-TZVPD basis) results for a 2-piece molecular cluster, C7H10O overall in a non-equilibrium geometry.

Computed properties:
HOMO-LUMO gap, eV: 9.0326
Relative energy (zero: lowest compared OMol25 entry of this formula, charge and spin), kcal per mole: 107.1
Highest occupied orbital energy, eV: -8.266

Cartesian coordinates (Å):
C (0.6824, -2.1980, -0.8267)
C (-0.3441, -1.4848, -0.3688)
C (-0.6294, 0.0101, -0.4192)
O (-1.8533, 0.1745, 0.1023)
C (0.2628, 0.9340, -0.7499)
C (-0.2104, 2.3744, -0.8453)
H (0.8598, -3.3205, -0.6794)
H (1.3958, -1.7984, -1.5093)
H (-1.0716, -1.8791, 0.3633)
H (-2.0987, 1.0695, 0.3243)
H (1.2339, 0.5920, -1.0628)
H (-0.5679, 2.5205, -1.8612)
H (-1.0140, 2.4513, -0.1955)
H (0.7485, 2.8524, -0.7235)
C (0.5376, -1.4262, 2.4301)
C (-0.4342, -0.9273, 2.8383)
H (1.5354, -1.5327, 2.2118)
H (-1.4527, -0.6460, 2.9890)

Forces on atoms 1 to 3 (eV/Å):
C -0.35 -1.60 -0.21
C -0.41 0.51 1.23
C 1.94 -2.46 -0.04

=====

[2]
DFT (the ωB97M-V functional and the def2-TZVPD basis) results for C3H4FInO2 as an isolated structure in a non-equilibrium geometry.

Computed properties:
Charge: +3
Multiplicity: 2
HOMO-LUMO gap (alpha / beta), eV: 9.5109 / 6.2442
Highest occupied orbital energy (alpha / beta), eV: -27.258 / -24.782

Cartesian coordinates (Å):
O (0.9720, -0.5769, 0.2941)
In (3.2021, 0.9624, -0.8944)
C (1.8095, 0.3341, 0.5115)
C (-0.4527, -0.4767, 0.5740)
H (-0.6203, 0.3285, 1.2945)
H (-0.7351, -1.4600, 0.9560)
F (1.4832, 1.1371, 1.4787)
C (-1.2661, -0.1380, -0.7813)
O (-1.0622, 1.0764, -1.3005)
H (-2.3394, -0.3101, -0.5650)
H (-0.9909, -0.8767, -1.5675)

Forces on atoms 1 to 3 (eV/Å):
O 0.82 0.21 -1.76
In 3.14 1.00 -2.20
C -3.52 -0.43 4.01

=====

[3]
DFT (the ωB97M-V functional and the def2-TZVPD basis) results for a 2-piece molecular cluster, C38H28O4S2 overall in a non-equilibrium geometry.

Computed properties:
HOMO-LUMO gap, eV: 2.9129
Highest occupied orbital energy, eV: -6.241

Cartesian coordinates (Å):
C (-2.0722, -0.9371, 1.7816)
C (-1.0842, -1.6567, 2.5404)
C (-0.1840, -2.5340, 1.8964)
C (0.6828, -3.3237, 2.6452)
C (0.6901, -3.2404, 4.0442)
C (-0.1645, -2.3365, 4.6909)
C (-1.0368, -1.5430, 3.9515)
C (-2.6010, 0.3612, 2.1123)
C (-3.6930, 0.6443, 1.2216)
C (-4.4492, 1.7961, 1.3733)
C (-4.1036, 2.6965, 2.3898)
C (-3.0154, 2.4424, 3.2412)
C (-2.2534, 1.2792, 3.1017)
C (-3.8372, -0.4851, 0.3192)
C (-2.8317, -1.4575, 0.6676)
C (-2.8244, -2.6983, 0.0357)
C (-3.7712, -2.9587, -0.9582)
C (-4.7416, -2.0011, -1.3007)
C (-4.7801, -0.7595, -0.6566)
H (-0.1761, -2.5773, 0.8074)
H (1.3494, -4.0140, 2.1295)
H (1.3584, -3.8762, 4.6289)
H (-0.1565, -2.2528, 5.7784)
H (-1.7283, -0.8670, 4.4554)
H (-5.2907, 1.9698, 0.7074)
H (-4.6880, 3.6070, 2.5220)
H (-2.7655, 3.1552, 4.0274)
H (-1.4025, 1.0824, 3.7451)
H (-2.1008, -3.4508, 0.3309)
H (-3.7638, -3.9217, -1.4694)
H (-5.4750, -2.2314, -2.0736)
H (-5.5346, -0.0105, -0.8948)
C (2.4407, 2.9826, 2.8787)
C (2.8832, 1.6705, 2.6684)
C (2.4241, 0.9358, 1.5826)
C (1.5547, 1.4997, 0.6032)
C (1.1497, 0.7519, -0.5546)
S (0.3920, 1.6612, -1.8938)
C (-0.3215, 0.5903, -3.1561)
C (0.0873, 0.7005, -4.4845)
C (-0.4457, -0.1783, -5.4352)
C (-1.4241, -1.1056, -5.0670)
C (-1.8754, -1.1577, -3.7424)
C (-1.3342, -0.2944, -2.7908)
O (-0.7736, 2.3410, -1.3565)
O (1.4585, 2.4012, -2.5426)
S (2.0576, -0.6997, -1.0602)
C (3.6880, -0.1775, -1.6074)
C (3.8432, 0.4025, -2.8682)
C (5.0580, 1.0070, -3.2038)
C (6.1466, 0.9180, -2.3308)
C (6.0182, 0.2182, -1.1268)
C (4.7952, -0.3589, -0.7756)
O (2.2286, -1.6038, 0.0606)
O (1.4272, -1.2116, -2.2620)
C (1.1467, 2.8517, 0.8340)
C (1.5749, 3.5657, 1.9468)
H (2.7840, 3.5520, 3.7432)
H (3.5995, 1.2180, 3.3563)
H (2.7216, -0.1013, 1.4735)
H (0.8309, 1.4489, -4.7605)
H (-0.0857, -0.1369, -6.4648)
H (-1.8428, -1.7904, -5.8105)
H (-2.6446, -1.8692, -3.4417)
H (-1.6746, -0.3041, -1.7562)
H (3.0277, 0.3727, -3.5881)
H (5.1497, 1.5358, -4.1532)
H (7.1057, 1.3676, -2.6033)
H (6.8689, 0.1123, -0.4534)
H (4.6898, -0.9502, 0.1321)
H (0.4736, 3.3383, 0.1344)
H (1.2413, 4.5952, 2.0847)

Forces on atoms 1 to 3 (eV/Å):
C 0.40 0.05 0.36
C 0.31 -0.15 0.10
C -0.18 -0.25 0.16